1.
DFT (ωB97M-V/def2-TZVPD) results for 2 unconnected molecules or ions with the total composition C2H5NO2S in a non-equilibrium geometry.

The value obtained for the largest force on an atom is 3.4 eV Å⁻¹. The net charge is 0. The energy above the lowest of the compared OMol25 structures with the same formula, charge and spin is 184.3 kJ/mol. As for the SMILES: OC(O)=S.C=N. The value obtained for the HOMO-LUMO gap is 9.63 eV.

Structure (XYZ):
```
11
Properties=species:S:1:pos:R:3:forces:R:3
O 3.1002 0.1054 0.1712 -2.3 0.1 1.6
C 2.4699 0.0398 -0.9735 -1.0 0.9 -0.4
O 1.1607 0.1468 -0.8841 0.9 0.6 -2.8
S 3.1305 0.0741 -2.4284 1.1 -0.4 -1.3
H 3.9628 -0.1803 0.0221 2.7 -0.5 -0.3
H 0.7208 -0.0497 -0.1081 -0.9 -0.7 3.2
C -1.3725 -0.5920 -0.8626 1.2 0.0 -1.2
N -1.4695 -0.0889 0.2914 0.1 -2.0 0.1
H -1.2184 -1.6996 -0.8055 -0.7 0.8 -0.9
H -1.1584 -0.0207 -1.8915 -0.8 -1.2 2.2
H -1.3705 0.8761 0.3660 -0.3 2.4 -0.3
```
Positions in Å, forces in eV/Å.

What are the natural (NBO) partial charges on each atom? They are as follows, in elementary charge units: -0.649, 0.470, -0.673, -0.161, 0.505, 0.503, -0.039, -0.646, 0.174, 0.180, 0.336



2.
DFT (ωB97M-V/def2-TZVPD) results for 2 unconnected molecules or ions with the total composition C2H5NO2S in a non-equilibrium geometry.

The value obtained for the largest force on an atom is 6.5 eV Å⁻¹. The net charge is 0. The energy above the lowest of the compared OMol25 structures with the same formula, charge and spin is 720.9 kJ/mol. The value obtained for the HOMO-LUMO gap is 7.41 eV.

Structure (XYZ):
```
11
Properties=species:S:1:pos:R:3:forces:R:3
C -1.8636 -0.1133 0.0253 -1.8 -1.0 -1.3
C 0.4542 0.1406 -0.2274 -1.4 -1.8 -0.3
H -2.5034 -1.0168 0.0024 0.2 0.5 -0.4
H -2.4007 0.7419 -0.6607 2.1 -2.3 1.4
H -1.9117 0.1738 1.0793 0.7 0.4 -0.3
H 1.7928 -1.5576 -0.6737 -1.9 3.3 2.9
H 2.4929 1.1509 1.2057 0.5 -1.9 -3.3
N 1.5433 -0.5781 0.0066 4.1 -3.7 -3.6
O -0.5307 -0.7451 -0.3362 -3.4 1.6 0.3
O 2.7201 0.0830 -0.1902 -0.1 2.8 4.0
S 0.2068 1.7208 -0.2311 1.1 1.9 0.5
```
Positions in Å, forces in eV/Å.

What are the natural (NBO) partial charges on each atom? They are as follows, in elementary charge units: -0.298, 0.309, 0.196, 0.225, 0.202, 0.409, 0.325, -0.305, -0.501, -0.468, -0.093



3.
DFT (ωB97M-V/def2-TZVPD) results for C2H5NO2S in the gas phase in a non-equilibrium geometry.

The value obtained for the largest force on an atom is 9.2 eV Å⁻¹. The net charge is 0. The energy above the lowest of the compared OMol25 structures with the same formula, charge and spin is 296.8 kJ/mol. Its expectation value of S² is 2.01. Its spin multiplicity is 3. The value obtained for the HOMO-LUMO gap (alpha / beta) is 6.67 / 7.44 eV.

Structure (XYZ):
```
11
Properties=species:S:1:pos:R:3:forces:R:3
C 0.4000 -0.0214 1.2249 -1.9 -1.5 0.5
C 0.1837 1.0152 0.1216 5.2 -2.9 -0.8
N 0.6275 0.1643 -1.2734 3.1 7.2 2.2
O -0.5087 -1.7649 -2.5862 0.5 -1.4 -5.4
O -1.7211 -0.7845 -0.7094 -1.1 1.9 -0.6
S -0.5070 -0.8377 -1.5413 -3.8 -6.1 5.8
H -0.0042 0.2959 2.2401 0.6 0.0 -1.3
H -0.2120 -0.9601 0.9531 1.2 1.3 0.7
H 1.4648 -0.2658 1.3045 -0.3 0.0 0.1
H 0.9995 1.7251 0.2690 -0.3 0.3 -0.7
H -0.7226 1.4339 -0.0029 -3.1 1.1 -0.4
```
Positions in Å, forces in eV/Å.

What are the natural (NBO) partial charges on each atom? They are as follows, in elementary charge units: -0.661, -0.202, -0.430, -0.818, -0.846, 1.823, 0.244, 0.237, 0.223, 0.215, 0.216



4.
DFT (ωB97M-V/def2-TZVPD) results for C2H5NO2S2 in the gas phase in a non-equilibrium geometry.

The value obtained for the largest force on an atom is 3.2 eV Å⁻¹. The net charge is 0. The energy above the lowest of the compared OMol25 structures with the same formula, charge and spin is 51.2 kJ/mol. As for the SMILES: NC(S)(S)C(=O)O. The value obtained for the HOMO-LUMO gap is 10.14 eV.

Structure (XYZ):
```
12
Properties=species:S:1:pos:R:3:forces:R:3
N 1.1488 -0.7522 0.5695 1.1 1.2 -0.8
C 0.1089 0.1122 -0.1741 1.9 0.0 2.0
S 0.4478 1.8709 0.2015 2.7 -1.0 0.4
S 0.3330 -0.2780 -1.9059 0.1 0.2 -1.0
C -1.2876 -0.2432 0.2302 -0.5 -1.0 0.7
O -2.1993 0.5154 0.1327 -0.5 0.4 -0.2
O -1.4974 -1.4836 0.7035 2.4 -1.7 0.5
H 1.9763 -0.4593 0.0178 -0.3 -1.1 0.2
H 1.5126 -0.4882 1.5234 -1.6 0.3 -0.9
H -0.7219 2.3062 0.0944 -2.8 0.9 -0.4
H 0.7995 0.9449 -2.2621 -0.2 -0.4 0.1
H -0.6206 -2.0449 0.8692 -2.2 2.1 -0.8
```
Positions in Å, forces in eV/Å.

What are the natural (NBO) partial charges on each atom? They are as follows, in elementary charge units: -0.876, -0.257, 0.007, 0.033, 0.747, -0.556, -0.676, 0.373, 0.386, 0.145, 0.153, 0.521



5.
DFT (ωB97M-V/def2-TZVPD) results for a gas-phase ion, C2H5NO3 (charge -2) in a non-equilibrium geometry.

The value obtained for the largest force on an atom is 3.7 eV Å⁻¹. The net charge is -2. The energy above the lowest of the compared OMol25 structures with the same formula, charge and spin is 160.9 kJ/mol. As for the SMILES: C[C@@H]([O-])N([O-])O. The value obtained for the HOMO-LUMO gap is 4.90 eV.

Structure (XYZ):
```
11
Properties=species:S:1:pos:R:3:forces:R:3
C 1.1337 -0.2266 -0.3647 0.4 0.5 -1.3
C 0.0390 0.5679 0.4754 3.6 -0.5 0.8
O -0.2143 1.7747 -0.0120 -0.6 0.7 -0.4
N -1.1409 -0.2666 0.6589 -0.5 -2.9 1.9
O -0.8738 -1.7605 0.7396 -0.3 2.8 -0.2
O -1.9442 -0.0499 -0.4692 -0.7 1.5 -2.4
H 0.8856 0.0278 -1.4569 1.0 -0.4 1.2
H 0.9366 -1.2439 -0.1741 -1.0 -1.6 -0.2
H 2.2454 -0.2855 -0.0806 -1.1 1.5 -0.4
H 0.5525 0.5884 1.5024 -0.7 0.0 -0.2
H -1.6195 0.8741 -0.8189 -0.1 -1.7 1.2
```
Positions in Å, forces in eV/Å.

What are the natural (NBO) partial charges on each atom? They are as follows, in elementary charge units: -0.718, 0.250, -0.970, -0.015, -0.902, -0.698, 0.165, 0.242, 0.138, 0.044, 0.464



6.
DFT (ωB97M-V/def2-TZVPD) results for 2 unconnected molecules or ions with the total composition C2H5NO3 in a non-equilibrium geometry.

The value obtained for the largest force on an atom is 3.5 eV Å⁻¹. The net charge is 0. The energy above the lowest of the compared OMol25 structures with the same formula, charge and spin is 428.4 kJ/mol. As for the SMILES: CC=O.O=NO. The value obtained for the HOMO-LUMO gap is 10.04 eV.

Structure (XYZ):
```
11
Properties=species:S:1:pos:R:3:forces:R:3
C -0.0038 -1.3047 -0.1178 -0.5 1.7 0.6
C 0.6527 -0.1789 -0.9090 3.0 -1.7 -0.8
O 0.1094 0.6571 -1.6031 0.5 -0.7 0.5
H -0.9556 -0.7772 0.0757 -0.1 -1.2 0.5
H 0.5881 -1.5075 0.8209 -0.7 0.2 -1.0
H -0.1843 -2.2293 -0.6767 0.2 0.3 -0.1
H 1.8391 -0.2982 -0.8882 -1.9 0.8 -0.2
O -0.2713 0.9572 2.3137 -1.9 1.2 -0.9
N -0.1007 1.2150 1.1770 2.6 -0.8 -1.1
O -1.0506 1.7807 0.3575 -0.7 0.1 1.6
H -0.6230 1.6860 -0.5499 -0.4 0.0 1.0
```
Positions in Å, forces in eV/Å.

What are the natural (NBO) partial charges on each atom? They are as follows, in elementary charge units: -0.744, 0.496, -0.598, 0.236, 0.243, 0.254, 0.112, -0.281, 0.311, -0.542, 0.512



7.
DFT (ωB97M-V/def2-TZVPD) results for C2H5NO3 in the gas phase in a non-equilibrium geometry.

The value obtained for the largest force on an atom is 2.9 eV Å⁻¹. The net charge is 0. The energy above the lowest of the compared OMol25 structures with the same formula, charge and spin is 274.6 kJ/mol. As for the SMILES: CN(O)C(=O)O. The value obtained for the HOMO-LUMO gap is 11.02 eV.

Structure (XYZ):
```
11
Properties=species:S:1:pos:R:3:forces:R:3
C -0.4649 -1.1472 -0.2725 0.3 0.1 -0.2
N 0.2578 -0.0721 0.4115 0.3 -0.5 -0.6
O 1.6516 -0.2415 0.2591 -0.2 0.1 -0.2
C -0.1664 1.2964 -0.0332 1.7 -0.7 0.8
O 0.2886 1.8707 -0.9761 -0.6 -0.1 0.0
O -0.8795 1.6597 0.9962 -0.5 -1.5 0.9
H -1.5304 -1.0107 -0.0914 0.0 0.0 0.0
H -0.2649 -1.1268 -1.3474 -0.1 -0.1 0.0
H -0.1364 -2.0968 0.1442 0.0 0.0 0.0
H 1.8887 0.1939 -0.5822 -0.2 -0.1 0.1
H -0.6442 0.6745 1.4918 -0.7 2.8 -0.7
```
Positions in Å, forces in eV/Å.

What are the natural (NBO) partial charges on each atom? They are as follows, in elementary charge units: -0.435, -0.260, -0.552, 0.865, -0.574, -0.655, 0.212, 0.194, 0.222, 0.469, 0.514



8.
DFT (ωB97M-V/def2-TZVPD) results for 2 unconnected molecules or ions with the total composition C2H5NO3 in a non-equilibrium geometry.

The value obtained for the largest force on an atom is 7.6 eV Å⁻¹. The net charge is 0. The energy above the lowest of the compared OMol25 structures with the same formula, charge and spin is 125.4 kJ/mol. As for the SMILES: NC=O.O=CO. The value obtained for the HOMO-LUMO gap is 10.34 eV.

Structure (XYZ):
```
11
Properties=species:S:1:pos:R:3:forces:R:3
N -1.1122 -1.6821 0.8615 1.7 2.6 0.3
C 0.1644 -1.3866 1.4846 -0.8 -2.8 -0.5
O 0.8888 -2.2807 1.9530 -1.8 2.2 -1.0
H -1.4411 -2.6160 0.7902 0.1 -0.7 0.1
H -1.6294 -0.9735 0.2897 1.1 -0.9 1.1
H 0.4382 -0.3150 1.4861 -0.3 -0.4 -0.1
O -0.4086 2.9284 -0.7345 2.7 -0.5 -3.2
C 0.4108 2.3077 -1.4123 -3.5 -1.7 6.5
O 0.6532 0.9780 -0.8469 0.2 2.1 -2.9
H 1.0486 2.5172 -2.2313 0.3 0.7 -1.1
H 0.9874 0.5226 -1.6400 0.3 -0.6 0.7
```
Positions in Å, forces in eV/Å.

What are the natural (NBO) partial charges on each atom? They are as follows, in elementary charge units: -0.864, 0.522, -0.595, 0.394, 0.399, 0.144, -0.510, 0.614, -0.709, 0.139, 0.466



9.
DFT (ωB97M-V/def2-TZVPD) results for C2H5NO3 in the gas phase in a non-equilibrium geometry.

The value obtained for the largest force on an atom is 8.7 eV Å⁻¹. The net charge is 0. The energy above the lowest of the compared OMol25 structures with the same formula, charge and spin is 100.0 kJ/mol. Its expectation value of S² is 2.01. Its spin multiplicity is 3. The value obtained for the HOMO-LUMO gap (alpha / beta) is 6.95 / 7.84 eV.

Structure (XYZ):
```
11
Properties=species:S:1:pos:R:3:forces:R:3
C -0.6356 0.2794 -0.6856 -4.8 -6.6 3.0
C 0.0945 -0.3968 0.4213 -1.0 -0.8 1.3
N -0.0333 1.1063 -1.3838 1.0 5.1 -2.7
O -0.6646 -1.4087 0.9398 -2.2 0.9 0.1
O 0.3422 0.7431 1.2926 0.0 -0.3 -1.0
O 1.2318 -1.0283 0.1156 3.1 1.0 -1.1
H -1.7639 0.0055 -0.5417 1.8 1.4 -0.3
H -0.4751 1.4761 -2.1941 0.8 0.1 -1.5
H -0.2011 -1.9176 1.5914 0.8 -0.2 0.4
H 0.2791 1.4307 0.5865 0.3 0.2 1.5
H 1.8259 -0.2896 -0.1420 0.2 -1.0 0.1
```
Positions in Å, forces in eV/Å.

What are the natural (NBO) partial charges on each atom? They are as follows, in elementary charge units: -0.268, 0.704, -0.470, -0.701, -0.702, -0.682, 0.292, 0.382, 0.491, 0.483, 0.472



10.
DFT (ωB97M-V/def2-TZVPD) results for 2 unconnected molecules or ions with the total composition C2H5NO3S in a non-equilibrium geometry.

The value obtained for the largest force on an atom is 4.9 eV Å⁻¹. The net charge is 0. The energy above the lowest of the compared OMol25 structures with the same formula, charge and spin is 276.2 kJ/mol. The value obtained for the HOMO-LUMO gap is 10.05 eV.

Structure (XYZ):
```
12
Properties=species:S:1:pos:R:3:forces:R:3
C -0.5032 2.7817 -1.8562 1.3 1.5 1.3
C -0.9312 1.6765 -2.2733 -2.6 -3.0 -2.8
N 0.3642 -2.4498 2.3240 -2.5 0.0 -1.6
O -0.0111 3.7095 -1.3982 0.4 1.6 0.4
O 1.1831 -2.1563 -0.1476 -0.4 0.2 0.3
O 0.2652 -0.2147 1.1771 0.9 0.4 -1.3
S 0.0395 -1.7942 0.6753 1.3 0.0 2.8
H 1.0950 0.1628 0.7649 -1.1 -0.7 0.5
H -1.5627 1.7213 -3.2204 1.0 -0.4 1.5
H -0.7841 0.7774 -1.6733 -0.1 0.3 -0.4
H -0.3883 -2.0954 2.9581 0.8 -0.4 -0.8
H 1.2337 -2.1188 2.6697 1.0 0.5 0.1
```
Positions in Å, forces in eV/Å.

What are the natural (NBO) partial charges on each atom? They are as follows, in elementary charge units: 0.705, -0.795, -1.026, -0.453, -0.923, -0.923, 1.620, 0.504, 0.270, 0.271, 0.375, 0.374